No. 1
C25H37FN7O6RbS | ωB97M-V/def2-TZVPD

Values from the calculation:
- charge = 0
- energy relative to the best compared isomer or geometry (same formula, charge and spin) (kcal per mole) = 45.8
- gap between HOMO and LUMO (eV) = 4.975

Each line ends with the Löwdin charge.
Cartesian coordinates (Å):
Rb: -0.475 -0.436 0.313  1.187
N: -1.433 -1.376 3.821  -0.002
C: -2.454 -0.405 3.413  -0.207
C: -2.695 -0.508 1.904  -0.825
O: -2.637 -1.658 1.409  -0.147
O: -2.879 0.566 1.265  -0.163
H: -1.563 -2.196 3.237  0.053
H: -1.560 -1.661 4.783  0.053
H: -2.141 0.610 3.654  0.103
H: -3.420 -0.597 3.897  0.109
C: -1.007 -6.004 -4.975  -0.067
C: -1.620 -5.447 -3.701  -0.199
N: -1.311 -4.036 -3.488  -0.045
C: -0.231 -3.709 -2.699  0.037
C: 0.158 -2.457 -2.398  -0.045
C: 1.432 -2.234 -1.592  -0.716
O: 2.451 -2.051 -2.278  -0.007
O: 1.289 -2.262 -0.344  -0.190
C: -0.605 -1.334 -2.902  -0.332
O: -0.405 -0.160 -2.604  0.000
C: -1.713 -1.697 -3.816  -0.029
C: -2.443 -0.661 -4.398  0.096
C: -3.468 -0.960 -5.243  -0.196
F: -4.159 0.037 -5.862  0.049
C: -3.827 -2.280 -5.523  -0.179
C: -3.108 -3.309 -4.956  0.063
C: -2.036 -3.033 -4.090  -0.123
N: -4.908 -2.594 -6.415  -0.099
C: -6.147 -1.860 -6.227  -0.154
C: -7.265 -2.607 -6.916  -0.082
N: -6.909 -2.684 -8.389  0.058
C: -5.588 -3.398 -8.594  -0.086
C: -4.528 -2.653 -7.815  -0.147
H: -1.264 -7.058 -5.097  0.077
H: 0.080 -5.920 -4.941  0.083
H: -1.355 -5.461 -5.856  0.064
H: -1.244 -5.983 -2.832  0.123
H: -2.703 -5.575 -3.689  0.113
H: 0.306 -4.564 -2.306  0.152
H: -2.171 0.361 -4.163  0.146
H: -3.410 -4.323 -5.182  0.113
H: -6.099 -0.837 -6.626  0.128
H: -6.376 -1.781 -5.165  0.154
H: -8.229 -2.111 -6.838  0.137
H: -7.336 -3.635 -6.566  0.139
H: -6.812 -1.728 -8.739  0.178
H: -7.653 -3.126 -8.927  0.179
H: -5.395 -3.430 -9.664  0.136
H: -5.725 -4.403 -8.204  0.139
H: -4.390 -1.646 -8.247  0.141
H: -3.583 -3.182 -7.921  0.144
N: -1.939 3.256 1.302  0.140
C: -1.243 3.814 0.264  -0.380
C: -1.442 5.167 -0.083  -0.042
C: -0.716 5.710 -1.112  -0.102
C: 0.201 4.915 -1.799  -0.098
C: 0.327 3.604 -1.386  -0.151
N: -0.357 3.047 -0.381  0.121
H: -2.735 3.786 1.616  0.088
H: -2.122 2.246 1.299  0.048
H: -2.170 5.758 0.460  0.100
H: -0.863 6.747 -1.389  0.099
H: 0.801 5.296 -2.614  0.091
H: 1.040 2.955 -1.884  0.082
C: 3.616 1.564 0.275  -0.254
S: 2.620 0.085 0.329  0.788
C: 3.797 -0.946 1.159  -0.238
O: 1.558 0.381 1.366  -0.735
H: 4.432 1.439 -0.438  0.055
H: 3.976 1.782 1.282  0.057
H: 2.961 2.361 -0.076  0.041
H: 4.707 -1.028 0.563  0.064
H: 3.328 -1.923 1.257  0.051
H: 3.986 -0.488 2.132  0.061
N: 2.726 1.039 -3.008  0.033
H: 2.953 0.066 -2.796  -0.013
H: 2.534 1.052 -4.005  0.007
H: 1.819 1.154 -2.561  -0.027

No. 2
C25H37N5O4 | ωB97M-V/def2-TZVPD

Values from the calculation:
- charge = 0
- energy relative to the best compared isomer or geometry (same formula, charge and spin) (kcal per mole) = 1.8
- gap between HOMO and LUMO (eV) = 8.771
- structure (SMILES) = C=CCOc1ccc(CN(C)CC(=O)N(CC(C)C)c2c(N)n(CC(C)C)c(=O)[nH]c2=O)cc1

Each line ends with the Löwdin charge.
Cartesian coordinates (Å):
C: -0.588 1.483 -7.620  0.008
C: 0.543 0.883 -7.301  -0.165
C: 1.845 1.596 -7.069  -0.207
H: 2.440 1.564 -7.991  0.133
H: 1.675 2.648 -6.805  0.130
O: 2.671 0.964 -6.113  -0.050
C: 2.295 0.975 -4.803  -0.266
C: 1.130 1.547 -4.305  0.003
C: 0.863 1.502 -2.947  -0.025
C: 1.738 0.887 -2.062  -0.222
C: 2.904 0.321 -2.567  -0.045
C: 3.183 0.363 -3.916  0.001
H: 4.087 -0.071 -4.313  0.117
H: 3.607 -0.152 -1.897  0.112
C: 1.401 0.793 -0.595  -0.151
N: 0.629 -0.392 -0.206  -0.194
C: 1.333 -1.631 -0.471  -0.081
H: 2.328 -1.582 -0.029  0.078
H: 0.784 -2.449 -0.002  0.088
H: 1.439 -1.849 -1.542  0.092
C: -0.695 -0.408 -0.819  -0.088
H: -0.649 -0.315 -1.914  0.131
C: -1.558 0.728 -0.291  -0.425
O: -1.940 1.638 -1.003  0.060
N: -1.831 0.685 1.038  0.009
C: -1.353 -0.346 1.888  -0.122
C: -0.304 -0.080 2.738  -0.215
N: 0.261 1.163 2.762  0.201
H: 1.217 1.229 3.068  0.081
H: 0.052 1.710 1.939  0.102
N: 0.140 -1.021 3.630  0.073
C: -0.391 -2.303 3.662  -0.468
O: -0.008 -3.139 4.447  0.091
N: -1.372 -2.548 2.746  0.224
C: -1.930 -1.660 1.824  -0.434
O: -2.796 -2.048 1.064  0.065
H: -1.754 -3.487 2.749  0.173
C: 1.162 -0.751 4.632  -0.114
H: 1.174 0.315 4.865  0.131
H: 0.860 -1.296 5.530  0.133
C: 2.553 -1.256 4.220  -0.396
C: 3.088 -0.543 2.981  -0.069
H: 2.390 -0.624 2.151  0.050
H: 4.029 -0.994 2.674  0.086
H: 3.284 0.509 3.193  0.082
C: 3.514 -1.088 5.394  -0.068
H: 3.163 -1.644 6.258  0.081
H: 3.605 -0.039 5.669  0.082
H: 4.501 -1.458 5.128  0.080
H: 2.455 -2.322 3.996  0.137
C: -2.650 1.738 1.623  -0.117
H: -2.619 2.566 0.909  0.125
H: -2.196 2.056 2.567  0.118
C: -4.122 1.362 1.869  -0.384
C: -4.730 0.693 0.640  -0.062
H: -4.288 -0.289 0.488  0.064
H: -5.802 0.570 0.770  0.079
H: -4.551 1.294 -0.248  0.077
C: -4.299 0.485 3.107  -0.065
H: -5.357 0.388 3.342  0.078
H: -3.796 0.919 3.969  0.076
H: -3.903 -0.511 2.934  0.061
H: -4.641 2.311 2.051  0.133
H: -1.182 -1.354 -0.580  0.119
H: 2.322 0.782 -0.002  0.116
H: 0.810 1.668 -0.309  0.117
H: -0.045 1.954 -2.577  0.105
H: 0.419 2.021 -4.962  0.102
H: 0.599 -0.193 -7.201  0.113
H: -1.493 0.930 -7.801  0.055
H: -0.654 2.555 -7.718  0.063

No. 3
C25H38BrInN2O2 | ωB97M-V/def2-TZVPD

Values from the calculation:
- charge = +2
- energy relative to the best compared isomer or geometry (same formula, charge and spin) (kcal per mole) = 0.0
- gap between HOMO and LUMO (spin up / spin down) (eV) = 5.217 / 6.038

Each line ends with the Löwdin charge.
Cartesian coordinates (Å):
In: 0.778 -0.095 0.308  0.947
C: 0.047 -4.035 3.376  -0.015
C: -1.103 -3.157 2.985  -0.133
C: -1.706 -3.264 1.754  -0.162
C: -1.324 -4.333 0.766  -0.011
C: -2.718 -2.324 1.410  -0.080
C: -3.304 -2.351 0.045  -0.011
C: -3.175 -1.331 2.355  -0.125
C: -4.341 -0.469 1.979  -0.009
C: -2.559 -1.216 3.581  -0.156
C: -2.939 -0.136 4.557  -0.020
C: -1.588 -2.182 3.938  -0.079
C: -1.091 -2.241 5.339  -0.002
H: -0.303 -4.920 3.916  0.119
H: 0.739 -3.514 4.035  0.091
H: 0.600 -4.379 2.508  0.086
H: -0.650 -3.952 -0.006  0.104
H: -2.206 -4.717 0.256  0.095
H: -0.842 -5.176 1.250  0.085
H: -4.118 -3.088 0.022  0.133
H: -2.570 -2.656 -0.696  0.088
H: -3.712 -1.391 -0.254  0.083
H: -4.028 0.326 1.294  0.111
H: -4.800 -0.005 2.845  0.085
H: -5.105 -1.050 1.464  0.101
H: -3.745 -0.460 5.221  0.114
H: -3.277 0.759 4.042  0.086
H: -2.094 0.148 5.180  0.088
H: -0.189 -1.624 5.443  0.127
H: -0.820 -3.254 5.627  0.097
H: -1.824 -1.859 6.043  0.096
C: 2.504 3.402 0.755  -0.091
N: 3.467 2.370 0.384  -0.282
C: 3.968 1.701 1.584  -0.106
C: 4.592 2.930 -0.352  -0.197
C: 4.203 3.436 -1.737  -0.103
N: 3.460 2.473 -2.528  -0.071
C: 3.886 1.099 -2.635  0.007
C: 2.398 2.900 -3.400  0.018
H: 2.956 4.194 1.368  0.104
H: 1.696 2.953 1.334  0.068
H: 2.058 3.860 -0.128  0.082
H: 4.513 2.389 2.245  0.102
H: 4.636 0.886 1.306  0.092
H: 3.134 1.285 2.147  0.051
H: 5.368 2.169 -0.432  0.120
H: 5.052 3.782 0.172  0.142
H: 5.113 3.674 -2.306  0.165
H: 3.607 4.344 -1.689  0.125
H: 4.547 1.023 -3.508  0.137
H: 3.008 0.478 -2.803  0.047
H: 4.423 0.798 -1.743  0.098
H: 2.690 2.693 -4.435  0.129
H: 2.195 3.957 -3.262  0.110
H: 1.522 2.280 -3.181  0.090
Br: 1.238 -0.601 -4.840  0.834
C: -0.500 0.144 -4.644  -0.586
C: -1.204 0.388 -5.812  -0.113
C: -2.507 0.856 -5.744  -0.047
C: -3.116 1.054 -4.513  -0.051
C: -2.414 0.787 -3.353  -0.014
C: -1.091 0.345 -3.397  -0.175
C: -0.400 0.143 -2.096  -0.653
O: -1.034 -0.365 -1.127  -0.180
O: 0.802 0.530 -1.934  -0.244
H: -0.738 0.200 -6.769  0.107
H: -3.048 1.051 -6.660  0.120
H: -4.135 1.410 -4.460  0.116
H: -2.879 0.928 -2.387  0.118

No. 4
C25H38Cl2HgN2O3P | ωB97M-V/def2-TZVPD

Values from the calculation:
- charge = -1
- gap between HOMO and LUMO (spin up / spin down) (eV) = 4.038 / 4.907

Each line ends with the Löwdin charge.
Cartesian coordinates (Å):
O: 1.136 -2.287 -0.156  -0.248
C: 1.307 -2.572 -1.352  -0.454
C: 1.264 -4.042 -1.677  -0.173
C: 1.495 -4.882 -0.590  -0.068
H: 1.916 -4.389 0.283  0.105
C: 1.118 -6.224 -0.586  -0.120
H: 1.300 -6.763 0.347  0.087
C: 0.568 -6.819 -1.729  -0.155
H: 0.309 -7.888 -1.709  0.081
C: 0.461 -6.048 -2.899  -0.126
H: 0.049 -6.546 -3.789  0.086
C: 0.756 -4.662 -2.861  -0.050
H: 0.704 -4.103 -3.794  0.095
H: 0.904 -2.106 -2.655  0.103
C: 3.264 -1.798 -2.636  -0.054
C: 1.779 -1.483 -2.467  -0.342
H: 3.818 -0.986 -3.140  0.058
H: 3.445 -2.789 -3.116  0.080
H: 3.635 -1.894 -1.586  0.095
C: 1.279 -0.190 -2.403  -0.190
C: 1.918 1.147 -2.443  -0.123
H: 0.247 -0.115 -2.077  0.033
H: 3.011 1.079 -2.667  0.068
H: 1.702 1.692 -1.479  0.061
H: 1.354 1.777 -3.169  0.069
Hg: -0.257 -0.419 0.668  0.656
Cl: 1.652 -0.523 2.200  -0.131
Cl: -1.908 -1.410 -0.749  -0.009
H: -2.513 -3.752 3.047  0.086
H: -0.913 -3.376 4.684  0.084
C: -2.031 -2.976 2.437  -0.060
C: -0.757 -2.324 4.452  -0.070
N: -1.599 -1.918 3.340  -0.194
H: -2.701 -2.608 1.658  0.046
C: -1.883 -0.602 3.210  -0.370
O: -2.408 -0.042 2.222  -0.135
H: -1.009 -1.717 5.321  0.082
H: -1.600 -0.010 4.109  0.131
H: -1.173 -3.459 1.950  0.095
H: 0.300 -2.167 4.225  0.053
H: -4.777 3.729 -2.436  0.087
H: -5.331 1.175 -1.230  0.092
C: -3.920 3.186 -2.866  -0.053
C: -4.506 0.919 -1.938  -0.054
N: -3.570 2.054 -2.022  -0.202
H: -3.047 3.850 -2.934  0.084
C: -2.478 2.118 -1.233  -0.338
O: -1.609 3.004 -1.276  -0.042
H: -3.922 0.046 -1.569  0.018
H: -2.406 1.240 -0.555  0.068
H: -4.222 2.779 -3.840  0.082
H: -4.897 0.759 -2.964  0.087
C: 0.846 2.388 3.626  -0.286
P: 0.197 2.295 1.875  0.821
C: -1.322 3.261 2.109  -0.296
C: 1.340 3.476 1.100  -0.386
C: 0.941 4.696 0.541  -0.088
C: 1.905 5.654 0.233  -0.095
C: 3.263 5.341 0.340  -0.104
C: 3.658 4.048 0.710  -0.091
C: 2.698 3.107 1.069  -0.117
H: 0.323 1.635 4.236  0.017
H: 0.653 3.402 4.027  0.043
H: 1.930 2.179 3.618  0.023
H: -1.122 4.145 2.716  0.038
H: -1.701 3.562 1.133  0.011
H: -2.073 2.635 2.609  0.035
H: -0.111 4.906 0.382  0.091
H: 1.596 6.642 -0.103  0.096
H: 4.016 6.098 0.126  0.093
H: 4.715 3.780 0.747  0.100
H: 2.993 2.087 1.345  0.086

No. 5
C25H38INO9 | ωB97M-V/def2-TZVPD

Values from the calculation:
- charge = 0
- energy relative to the best compared isomer or geometry (same formula, charge and spin) (kcal per mole) = 16.0
- gap between HOMO and LUMO (eV) = 8.281
- structure (SMILES) = C=C[C@@H]1NC(=O)C[C@@H]1CCCI.O=C1CCCO1.O=C1CCCO1.O=C1CCCO1.O=C1CCCO1

Each line ends with the Löwdin charge.
Cartesian coordinates (Å):
C: -0.523 5.474 0.546  0.029
C: -0.404 4.131 0.393  -0.106
C: 0.273 3.621 -0.796  -0.327
N: -0.096 2.308 -1.358  0.105
C: 0.780 2.202 -2.462  -0.466
O: 0.665 1.466 -3.361  0.124
C: 1.938 3.248 -2.312  -0.041
C: 1.802 3.556 -0.786  -0.240
C: 2.457 2.342 -0.092  -0.170
C: 3.669 2.707 0.772  -0.294
C: 4.886 3.117 -0.084  -0.627
I: 5.145 5.246 -0.207  0.754
H: -1.153 6.035 -0.136  0.061
H: -0.030 6.033 1.333  0.059
H: -0.856 3.466 1.126  0.090
H: 0.012 4.300 -1.622  0.149
H: 0.004 1.532 -0.715  0.125
H: 2.909 2.917 -2.651  0.111
H: 1.675 4.170 -2.835  0.122
H: 2.233 4.501 -0.485  0.091
H: 2.808 1.600 -0.806  0.109
H: 1.766 1.804 0.558  0.114
H: 3.976 1.780 1.256  0.109
H: 3.436 3.433 1.542  0.090
H: 4.754 2.681 -1.066  0.034
H: 5.790 2.690 0.327  0.034
O: -3.623 3.375 1.977  0.116
C: -3.744 2.329 1.412  -0.480
O: -2.691 1.516 1.119  0.002
C: -3.147 0.397 0.333  -0.154
C: -4.633 0.275 0.631  -0.154
C: -5.027 1.726 0.877  -0.072
H: -2.946 0.611 -0.719  0.126
H: -2.594 -0.493 0.624  0.126
H: -5.192 -0.207 -0.169  0.118
H: -4.781 -0.306 1.542  0.119
H: -5.294 2.237 -0.049  0.135
H: -5.829 1.817 1.605  0.126
O: 0.757 -4.740 -1.795  0.108
C: 0.864 -3.677 -2.338  -0.476
O: -0.006 -2.660 -2.149  0.029
C: 0.326 -1.556 -3.019  -0.154
C: 1.792 -1.751 -3.363  -0.155
C: 1.925 -3.271 -3.344  -0.070
H: -0.318 -1.603 -3.900  0.133
H: 0.144 -0.622 -2.504  0.090
H: 2.075 -1.291 -4.308  0.119
H: 2.418 -1.318 -2.580  0.117
H: 1.680 -3.716 -4.309  0.132
H: 2.909 -3.597 -3.018  0.126
O: 1.169 -11.006 -1.426  0.116
C: 0.631 -9.944 -1.551  -0.492
O: 1.256 -8.848 -2.043  0.028
C: 0.382 -7.703 -1.967  -0.166
C: -1.022 -8.282 -1.905  -0.155
C: -0.794 -9.596 -1.163  -0.079
H: 0.635 -7.131 -1.076  0.115
H: 0.535 -7.075 -2.839  0.113
H: -1.738 -7.618 -1.424  0.115
H: -1.383 -8.490 -2.915  0.116
H: -0.841 -9.468 -0.081  0.130
H: -1.482 -10.375 -1.481  0.122
O: 1.239 3.043 3.535  0.109
C: 0.308 2.910 4.277  -0.480
O: 0.189 1.864 5.133  0.026
C: -1.080 1.925 5.807  -0.157
C: -1.512 3.380 5.719  -0.151
C: -0.906 3.810 4.388  -0.073
H: -1.775 1.254 5.296  0.125
H: -0.957 1.587 6.834  0.123
H: -2.591 3.513 5.780  0.117
H: -1.057 3.951 6.531  0.118
H: -1.575 3.604 3.549  0.106
H: -0.614 4.856 4.388  0.128

No. 6
C25H38N2O10P2RbSe | ωB97M-V/def2-TZVPD

Values from the calculation:
- charge = -1
- energy relative to the best compared isomer or geometry (same formula, charge and spin) (kcal per mole) = 22.9
- gap between HOMO and LUMO (eV) = 5.246

Each line ends with the Löwdin charge.
Cartesian coordinates (Å):
Rb: 1.239 0.357 0.481  0.945
O: 6.071 0.809 -0.563  0.111
C: 4.940 0.189 -0.169  -0.464
O: 4.039 -0.026 -0.940  0.078
C: 4.922 -0.188 1.264  -0.194
C: 6.078 -0.350 2.022  -0.004
C: 5.930 -0.712 3.354  -0.055
C: 4.656 -0.905 3.855  0.009
C: 3.552 -0.699 3.020  -0.160
N: 3.697 -0.346 1.757  0.110
C: 2.090 -0.895 3.515  -0.697
O: 1.904 -1.876 4.238  -0.012
O: 1.280 -0.037 3.138  -0.141
H: 5.955 1.107 -1.480  0.134
H: 7.053 -0.209 1.578  0.111
H: 6.802 -0.842 3.983  0.104
H: 4.498 -1.214 4.875  0.114
C: 0.960 -0.836 -3.553  -0.011
C: 0.282 -2.124 -3.121  -0.448
C: -0.302 -2.917 -4.285  -0.035
O: -0.795 -1.836 -2.212  -0.183
P: -0.541 -2.321 -0.721  0.468
O: 0.755 -1.988 -0.133  -0.410
C: -2.061 -1.806 0.121  -0.171
P: -1.954 0.029 0.174  0.426
O: -1.165 0.551 -0.932  -0.315
O: -3.500 0.520 0.170  -0.190
C: -4.025 1.051 -1.054  -0.462
C: -3.861 2.564 -1.053  -0.030
C: -5.485 0.634 -1.187  -0.043
O: -1.338 0.446 1.548  -0.246
C: -1.840 0.435 2.890  -0.412
C: -2.466 1.793 3.181  -0.025
C: -2.827 -0.693 3.141  -0.040
O: -0.742 -3.925 -0.853  -0.182
C: 0.237 -4.800 -0.295  -0.470
C: -0.029 -5.014 1.187  -0.033
C: 0.190 -6.090 -1.106  -0.040
H: 1.743 -1.059 -4.274  0.088
H: 1.400 -0.338 -2.690  0.076
H: 0.234 -0.164 -4.000  0.094
H: 1.016 -2.748 -2.593  0.132
H: -0.973 -2.288 -4.863  0.083
H: -0.863 -3.765 -3.898  0.075
H: 0.494 -3.279 -4.931  0.081
H: -2.079 -2.258 1.108  0.064
H: -2.915 -2.144 -0.461  0.090
H: -3.445 0.632 -1.885  0.136
H: -4.411 3.004 -0.223  0.085
H: -4.228 2.981 -1.987  0.085
H: -2.806 2.801 -0.948  0.082
H: -6.078 1.052 -0.377  0.081
H: -5.580 -0.448 -1.167  0.073
H: -5.875 1.002 -2.133  0.081
H: -0.938 0.296 3.500  0.128
H: -3.340 1.940 2.546  0.077
H: -1.740 2.574 2.971  0.093
H: -2.759 1.857 4.227  0.083
H: -3.606 -0.677 2.379  0.074
H: -3.286 -0.569 4.120  0.088
H: -2.314 -1.651 3.132  0.078
H: 1.219 -4.326 -0.398  0.133
H: -1.049 -5.354 1.351  0.085
H: 0.133 -4.079 1.720  0.080
H: 0.664 -5.755 1.575  0.084
H: -0.791 -6.554 -1.016  0.082
H: 0.948 -6.782 -0.750  0.080
H: 0.373 -5.869 -2.155  0.074
Se: 1.447 3.858 -1.014  0.408
C: 0.896 5.647 -1.120  -0.794
C: 1.755 6.690 -0.756  -0.159
C: 1.347 7.993 -0.932  -0.204
N: 0.167 8.349 -1.427  0.005
C: -0.656 7.357 -1.752  -0.204
C: -0.355 6.019 -1.620  -0.156
H: 2.729 6.460 -0.353  0.077
H: 2.000 8.820 -0.673  0.087
H: -1.613 7.678 -2.153  0.086
H: -1.069 5.261 -1.909  0.076

no.,F_max (eV/Å)
1,1.835
2,0.721
3,0.202
4,3.526
5,3.362
6,2.272